Record 1
{
  "formula": "C8H20Cl8N4O8",
  "method": "wB97M-V/def2-TZVPD",
  "relative_energy_kj_mol": 0.0,
  "charge": 0,
  "smiles": "C[N+](=O)[O-].C[N+](=O)[O-].C[N+](=O)[O-].C[N+](=O)[O-].ClCCl.ClCCl.ClCCl.ClCCl",
  "e_lumo_ev": -0.215,
  "gap_ev": 10.36,
  "symbols": ["C", "N", "O", "O", "H", "H", "H", "C", "N", "O", "O", "H", "H", "H", "C", "N", "O", "O", "H", "H", "H", "C", "N", "O", "O", "H", "H", "H", "Cl", "C", "Cl", "H", "H", "Cl", "C", "Cl", "H", "H", "Cl", "C", "Cl", "H", "H", "Cl", "C", "Cl", "H", "H"],
  "coordinates": [[3.634, -2.805, -3.331], [3.221, -1.867, -2.245], [2.975, -2.325, -1.168], [3.188, -0.709, -2.518], [2.974, -2.603, -4.172], [3.491, -3.816, -2.992], [4.636, -2.517, -3.621], [2.702, 4.474, -1.234], [1.557, 3.748, -1.876], [1.197, 4.102, -2.984], [1.074, 2.838, -1.255], [2.599, 4.403, -0.160], [2.702, 5.488, -1.601], [3.623, 3.995, -1.564], [-0.092, -0.237, -0.367], [-1.546, -0.060, -0.171], [-2.223, 0.246, -1.124], [-1.985, -0.246, 0.939], [0.117, 0.102, -1.375], [0.206, -1.270, -0.253], [0.492, 0.366, 0.321], [-3.676, -2.890, 2.270], [-3.575, -3.759, 1.082], [-3.153, -4.883, 1.274], [-3.803, -3.281, 0.020], [-4.129, -3.451, 3.069], [-4.256, -2.008, 2.023], [-2.665, -2.544, 2.460], [-6.382, 1.375, -1.534], [-4.821, 2.188, -1.759], [-4.667, 3.568, -0.713], [-4.055, 1.475, -1.510], [-4.748, 2.560, -2.764], [5.187, 0.906, -0.419], [3.603, 0.914, 0.374], [3.639, 0.149, 1.964], [3.280, 1.935, 0.491], [2.914, 0.366, -0.246], [-0.275, -3.370, 1.700], [1.338, -2.914, 2.254], [2.179, -4.182, 3.138], [1.916, -2.602, 1.399], [1.246, -2.103, 2.960], [-0.726, 2.164, 4.222], [-1.919, 2.146, 2.942], [-3.171, 3.364, 3.163], [-1.419, 2.379, 2.016], [-2.405, 1.191, 2.874]],
  "mulliken_charge": [-0.806, 0.878, -0.514, -0.491, 0.310, 0.324, 0.296, -0.792, 0.857, -0.521, -0.456, 0.309, 0.316, 0.285, -0.831, 0.966, -0.630, -0.487, 0.360, 0.229, 0.306, -0.552, 0.901, -0.511, -0.540, 0.294, 0.271, 0.144, -0.173, 0.292, -0.152, -0.183, 0.285, -0.175, 0.620, -0.166, 0.068, -0.359, -0.080, 0.116, -0.170, -0.068, 0.223, -0.176, 0.254, -0.171, 0.044, 0.056]
}

Record 2
{
  "formula": "C4H6O3Sn",
  "method": "wB97M-V/def2-TZVPD",
  "relative_energy_kj_mol": 373.7,
  "charge": 2,
  "e_lumo_ev": -11.771,
  "gap_ev": 8.25,
  "symbols": ["O", "C", "C", "H", "H", "H", "C", "O", "Sn", "O", "C", "H", "H", "H"],
  "coordinates": [[0.482, 0.688, -1.024], [-0.619, 0.072, -0.958], [-1.941, 0.635, -1.270], [-2.163, 0.496, -2.330], [-2.718, 0.189, -0.633], [-1.984, 1.702, -1.010], [0.816, -0.927, 1.028], [0.837, -0.141, 1.958], [1.755, -0.895, -0.924], [-0.539, -0.793, 0.056], [0.197, 1.528, 1.511], [-0.820, 1.356, 1.876], [0.914, 2.079, 2.127], [0.008, 2.343, 0.810]],
  "mulliken_charge": [-0.558, 1.070, -0.952, 0.358, 0.360, 0.334, 0.229, -0.156, 1.200, -0.490, -0.517, 0.418, 0.343, 0.361]
}

Record 3
{
  "formula": "C2H7N3O",
  "method": "wB97M-V/def2-TZVPD",
  "relative_energy_kj_mol": 624.4,
  "charge": 0,
  "smiles": "[H]/N=C(\\CN)NO",
  "e_lumo_ev": 0.394,
  "gap_ev": 9.43,
  "symbols": ["H", "N", "C", "C", "N", "N", "O", "H", "H", "H", "H", "H", "H"],
  "coordinates": [[1.758, -1.842, 0.131], [0.617, -1.858, -0.045], [0.044, -0.810, 0.032], [0.797, 0.298, 0.486], [0.891, 1.598, -0.213], [-1.199, -0.503, -0.294], [-2.176, 0.263, 0.406], [0.434, 0.126, 1.619], [1.879, -0.133, 0.553], [-0.102, 1.831, -0.172], [1.231, 1.446, -1.095], [-1.741, -1.364, -0.995], [-2.433, 0.949, -0.413]],
  "mulliken_charge": [0.281, -0.734, 0.468, -0.570, -0.557, -0.260, -0.379, 0.259, 0.257, 0.299, 0.246, 0.316, 0.372]
}

Record 4
{
  "formula": "C4H9N2",
  "method": "wB97M-V/def2-TZVPD",
  "relative_energy_kj_mol": 608.7,
  "charge": 1,
  "e_lumo_ev": [-5.436, -5.874],
  "gap_ev": [9.37, 9.59],
  "symbols": ["C", "C", "C", "C", "N", "N", "H", "H", "H", "H", "H", "H", "H", "H", "H"],
  "coordinates": [[0.539, 0.705, 0.403], [1.903, 0.578, 0.748], [-0.754, -1.204, -0.638], [-1.757, 0.727, 0.127], [2.231, -0.541, -0.091], [-0.470, 0.105, 0.007], [2.496, 1.485, 0.626], [1.886, 0.361, 1.779], [-1.462, -0.863, -1.393], [-1.134, -2.009, 0.066], [0.118, -1.698, -1.058], [-2.240, 0.299, 0.912], [-2.291, 0.464, -0.775], [-1.736, 1.875, 0.174], [2.671, -0.281, -0.887]],
  "mulliken_charge": [0.380, -0.188, -0.725, -0.897, -0.439, -0.040, 0.344, 0.259, 0.327, 0.297, 0.357, 0.407, 0.336, 0.349, 0.232]
}

Record 5
{
  "formula": "C5H14N3",
  "method": "wB97M-V/def2-TZVPD",
  "relative_energy_kj_mol": 113.8,
  "charge": 0,
  "multiplicity": 2,
  "e_lumo_ev": [0.833, 0.575],
  "gap_ev": [3.88, 8.56],
  "symbols": ["C", "C", "C", "C", "C", "N", "N", "N", "H", "H", "H", "H", "H", "H", "H", "H", "H", "H", "H", "H", "H", "H"],
  "coordinates": [[-0.902, 1.634, 2.096], [-0.207, 0.539, 1.319], [-0.106, 0.836, -0.164], [0.534, -0.275, -0.995], [0.485, -0.192, -2.321], [1.172, -1.004, -3.233], [1.188, -1.306, -0.278], [-1.011, -0.733, 1.502], [-0.751, 1.630, 3.169], [-2.000, 1.578, 1.973], [-0.787, 2.663, 1.733], [0.773, 0.383, 1.751], [-1.073, 1.072, -0.612], [0.528, 1.732, -0.233], [-0.010, 0.645, -2.778], [0.676, -1.196, -4.089], [1.495, -1.897, -2.890], [1.522, -2.063, -0.855], [1.997, -0.943, 0.235], [-0.421, -1.513, 1.161], [-1.175, -0.881, 2.526], [-1.928, -0.708, 0.982]],
  "mulliken_charge": [-1.273, -0.382, -0.587, 0.311, -0.423, -0.547, -0.693, -2.399, 0.679, 0.381, 0.416, -0.261, 0.309, 0.313, 0.368, 0.242, 0.193, 0.177, 0.266, 0.591, 1.066, 1.254]
}

Record 6
{
  "formula": "C3H7N3O",
  "method": "wB97M-V/def2-TZVPD",
  "relative_energy_kj_mol": 445.1,
  "charge": 0,
  "e_lumo_ev": 0.795,
  "gap_ev": 8.57,
  "symbols": ["C", "C", "C", "N", "N", "N", "O", "H", "H", "H", "H", "H", "H", "H"],
  "coordinates": [[-0.531, -0.842, 0.238], [1.323, 0.741, -0.449], [0.005, 1.413, -0.030], [1.128, -0.670, -0.714], [-0.870, 0.362, 0.507], [-1.107, -2.039, 0.456], [-1.938, 0.681, 1.139], [1.742, 1.255, -1.317], [2.041, 0.806, 0.374], [0.154, 2.163, 0.748], [-0.520, 1.888, -0.864], [0.781, -0.827, -1.655], [-0.536, -2.847, 0.272], [-1.673, -2.084, 1.296]],
  "mulliken_charge": [0.282, -0.380, -0.599, -0.558, 0.472, -0.451, -0.764, 0.354, 0.252, 0.306, 0.295, 0.274, 0.259, 0.260]
}

Record 7
{
  "formula": "C6H12OSSi",
  "method": "wB97M-V/def2-TZVPD",
  "relative_energy_kj_mol": 567.9,
  "charge": 0,
  "e_lumo_ev": [-0.422, -0.297],
  "gap_ev": [7.72, 7.80],
  "symbols": ["C", "C", "C", "C", "C", "C", "O", "Si", "S", "H", "H", "H", "H", "H", "H", "H", "H", "H", "H", "H", "H"],
  "coordinates": [[-0.501, 1.315, 0.351], [-2.201, 1.441, 0.930], [0.059, 2.699, 0.165], [1.258, -1.010, -0.905], [1.368, -0.958, 2.092], [-2.857, -0.305, -1.145], [-1.231, -1.134, 0.636], [0.233, -0.388, 0.573], [-2.555, -0.202, 0.692], [0.699, 2.806, -0.789], [-0.774, 3.339, 0.003], [0.904, 3.080, 0.786], [1.795, -1.919, -0.568], [0.688, -1.216, -1.749], [2.167, -0.421, -1.102], [2.184, -1.487, 1.629], [1.715, -0.216, 2.904], [0.742, -1.579, 2.681], [-3.920, 0.030, -1.063], [-2.810, -1.186, -1.654], [-2.347, 0.452, -1.701]],
  "mulliken_charge": [0.449, -0.544, -1.233, -1.139, -1.155, -0.928, -0.283, 0.491, 0.335, 0.281, 0.388, 0.316, 0.294, 0.356, 0.360, 0.295, 0.330, 0.344, 0.310, 0.378, 0.356]
}

Record 8
{
  "formula": "C26H69BMnO13",
  "method": "wB97M-V/def2-TZVPD",
  "relative_energy_kj_mol": 0.0,
  "charge": 0,
  "multiplicity": 6,
  "e_lumo_ev": [0.151, 0.149],
  "gap_ev": [7.87, 8.28],
  "symbols": ["Mn", "C", "C", "O", "H", "H", "H", "H", "H", "B", "H", "H", "H", "H", "C", "O", "C", "C", "O", "C", "H", "H", "H", "H", "H", "H", "H", "H", "H", "H", "C", "O", "C", "C", "O", "C", "H", "H", "H", "H", "H", "H", "H", "H", "H", "H", "C", "O", "C", "C", "O", "C", "H", "H", "H", "H", "H", "H", "H", "H", "H", "H", "C", "O", "C", "C", "O", "C", "H", "H", "H", "H", "H", "H", "H", "H", "H", "H", "C", "O", "C", "C", "O", "C", "H", "H", "H", "H", "H", "H", "H", "H", "H", "H", "C", "O", "C", "C", "O", "C", "H", "H", "H", "H", "H", "H", "H", "H", "H", "H"],
  "coordinates": [[40.330, -15.545, -24.337], [43.546, -15.940, -26.848], [42.631, -14.805, -26.394], [42.119, -15.092, -25.166], [43.045, -16.901, -26.698], [44.418, -15.940, -26.186], [43.918, -15.914, -27.877], [41.845, -14.625, -27.169], [43.238, -13.875, -26.394], [40.614, -15.318, -22.153], [40.521, -14.261, -22.726], [39.562, -15.869, -22.268], [41.472, -15.997, -22.643], [40.902, -15.102, -21.000], [39.771, -12.516, -24.973], [39.448, -13.825, -25.400], [39.038, -13.882, -26.758], [38.700, -15.306, -27.175], [39.526, -16.261, -26.549], [39.597, -17.455, -27.300], [40.376, -11.992, -25.727], [40.413, -12.572, -24.100], [38.876, -11.918, -24.781], [39.872, -13.513, -27.362], [38.153, -13.251, -26.888], [38.822, -15.353, -28.263], [37.652, -15.548, -26.948], [38.591, -17.870, -27.455], [40.153, -18.178, -26.710], [40.093, -17.283, -28.258], [44.923, -18.412, -30.207], [44.080, -19.454, -29.773], [43.046, -18.974, -28.943], [42.120, -20.110, -28.595], [42.593, -20.788, -27.464], [41.646, -21.675, -26.932], [44.435, -17.800, -30.980], [45.822, -18.847, -30.635], [45.185, -17.743, -29.377], [42.541, -18.120, -29.422], [43.461, -18.580, -28.004], [42.033, -20.755, -29.483], [41.098, -19.728, -28.432], [40.720, -21.143, -26.676], [42.059, -22.092, -26.011], [41.441, -22.520, -27.598], [46.466, -11.823, -23.245], [45.433, -11.326, -24.062], [44.388, -12.250, -24.261], [43.494, -12.489, -23.069], [42.887, -11.269, -22.678], [41.907, -11.476, -21.686], [47.220, -11.044, -23.164], [46.900, -12.730, -23.685], [46.114, -12.048, -22.232], [44.759, -13.214, -24.641], [43.781, -11.830, -25.070], [44.075, -12.862, -22.211], [42.765, -13.254, -23.350], [41.034, -12.022, -22.072], [41.548, -10.498, -21.367], [42.304, -12.046, -20.840], [36.894, -15.602, -24.145], [38.169, -16.188, -24.066], [38.094, -17.591, -23.925], [39.430, -18.231, -23.545], [40.478, -17.713, -24.362], [41.689, -18.460, -24.349], [37.003, -14.551, -24.405], [36.355, -15.685, -23.196], [36.281, -16.061, -24.933], [37.678, -18.068, -24.822], [37.420, -17.855, -23.097], [39.371, -19.317, -23.674], [39.675, -18.017, -22.502], [42.437, -17.838, -24.832], [41.581, -19.355, -24.978], [41.949, -18.746, -23.330], [45.647, -12.772, -32.990], [45.040, -14.000, -32.737], [43.751, -14.096, -33.290], [43.057, -15.340, -32.770], [42.386, -15.209, -31.535], [43.132, -14.668, -30.482], [45.085, -11.923, -32.565], [45.765, -12.564, -34.063], [46.630, -12.765, -32.521], [43.819, -14.135, -34.385], [43.146, -13.213, -33.027], [43.834, -16.119, -32.688], [42.330, -15.684, -33.504], [42.498, -14.657, -29.596], [43.475, -13.643, -30.667], [44.053, -15.226, -30.264], [45.344, -16.663, -22.920], [46.521, -17.288, -23.407], [46.866, -17.004, -24.741], [47.218, -15.539, -24.978], [48.029, -15.355, -26.124], [47.300, -15.388, -27.340], [45.314, -16.914, -21.861], [44.447, -17.076, -23.395], [45.352, -15.576, -23.027], [46.082, -17.343, -25.435], [47.762, -17.597, -24.935], [47.803, -15.178, -24.129], [46.320, -14.912, -25.064], [46.478, -14.665, -27.269], [46.953, -16.403, -27.545], [47.968, -15.033, -28.123]],
  "mulliken_charge": [0.300, 1.536, 0.101, 0.234, -1.105, -0.311, -0.086, -0.776, -0.029, 1.217, -0.162, -0.393, -0.492, -0.226, -0.954, 0.028, -0.923, -0.846, 0.631, -1.046, 0.346, 0.060, 0.272, 0.437, 0.463, 0.538, 0.279, 0.390, -0.148, 0.421, -0.144, -0.468, 0.276, -0.466, -0.323, -0.734, 0.026, 0.366, -0.022, 0.201, -0.111, 0.399, 0.225, 0.248, 0.253, 0.287, -0.360, -0.481, 0.290, 0.338, -0.459, -0.470, 0.302, 0.009, 0.257, -0.404, 0.200, 0.254, -0.187, 0.092, 0.276, 0.282, -1.029, -0.019, -0.690, -1.108, 0.792, -0.341, 0.166, 0.265, 0.401, 0.301, 0.539, 0.463, 0.448, -0.367, 0.078, 0.376, -0.784, -0.270, -0.663, -0.412, -0.404, -0.043, 0.322, 0.303, 0.249, 0.518, 0.374, 0.135, 0.397, -0.176, 0.256, 0.151, -0.243, -0.467, -0.343, 0.688, -0.508, -0.470, 0.387, 0.016, 0.123, 0.130, 0.311, 0.416, -0.643, 0.148, 0.186, 0.333]
}

Record 9
{
  "formula": "C4H8O2",
  "method": "wB97M-V/def2-TZVPD",
  "relative_energy_kj_mol": 172.2,
  "charge": 0,
  "smiles": "C1COCCO1",
  "e_lumo_ev": 1.061,
  "gap_ev": 10.55,
  "symbols": ["C", "C", "O", "C", "C", "O", "H", "H", "H", "H", "H", "H", "H", "H"],
  "coordinates": [[-1.323, 0.263, -0.137], [-0.854, -1.176, -0.245], [0.461, -1.353, 0.241], [1.380, -0.268, 0.201], [0.767, 1.135, 0.113], [-0.373, 1.129, -0.717], [-2.268, 0.394, -0.669], [-1.460, 0.550, 0.919], [-1.491, -1.815, 0.380], [-0.936, -1.518, -1.289], [1.929, -0.391, 1.142], [2.080, -0.403, -0.632], [0.497, 1.529, 1.108], [1.469, 1.849, -0.331]],
  "mulliken_charge": [-0.479, -0.346, -0.373, -0.305, -0.459, -0.371, 0.318, 0.319, 0.281, 0.285, 0.247, 0.278, 0.313, 0.292]
}